{
  "formula": "C36H45F3MoN11OS2Se",
  "method": "ωB97M-V with the def2-TZVPD basis set",
  "elements": ["Mo", "N", "C", "S", "N", "N", "C", "C", "C", "C", "C", "C", "C", "O", "H", "H", "H", "H", "H", "H", "H", "F", "C", "F", "F", "C", "C", "C", "C", "N", "C", "S", "H", "H", "H", "C", "C", "C", "C", "N", "C", "Se", "N", "C", "C", "C", "C", "C", "C", "C", "C", "C", "C", "H", "H", "H", "H", "H", "H", "H", "H", "H", "H", "H", "H", "H", "H", "H", "H", "H", "H", "H", "H", "H", "H", "C", "C", "N", "H", "H", "H", "C", "C", "C", "C", "N", "C", "N", "N", "N", "H", "H", "H", "H", "H", "H", "H", "H", "H", "H"],
  "coordinates": [[-2.11843, -0.18027, 0.02338], [-5.25390, 2.58934, -1.68112], [-4.26437, 1.71182, -1.39949], [-4.00143, 1.38643, 0.29559], [-3.61767, 1.19536, -2.39578], [-2.58923, 0.33368, -2.02395], [-1.95248, -0.15752, -3.02921], [-0.70639, -0.89612, -2.96330], [-0.24238, -1.54858, -4.11193], [0.99177, -2.16270, -4.12620], [1.80584, -2.07952, -2.99520], [1.38326, -1.41523, -1.85942], [0.10697, -0.85700, -1.81975], [-0.29926, -0.22643, -0.71556], [-5.76811, 3.03284, -0.94440], [-5.49401, 2.76527, -2.64063], [-2.36472, 0.06502, -4.01056], [-0.87650, -1.57506, -4.99030], [1.33276, -2.68717, -5.00747], [2.78598, -2.53966, -3.00652], [2.01204, -1.32933, -0.98239], [-3.26736, -5.44973, -0.17983], [-4.49834, -4.91243, -0.20505], [-4.83064, -4.73283, -1.49002], [-5.33828, -5.82513, 0.30406], [-4.55874, -3.62218, 0.56616], [-5.49396, -3.42536, 1.55429], [-5.53142, -2.21447, 2.25114], [-4.65030, -1.22742, 1.88920], [-3.75570, -1.40999, 0.90804], [-3.66153, -2.58068, 0.27149], [-2.34272, -2.54996, -0.83492], [-6.19480, -4.21389, 1.79211], [-6.24581, -2.04430, 3.04217], [-4.65509, -0.25811, 2.36820], [4.68503, 3.49276, 1.09178], [3.20832, 3.87718, 1.11639], [2.29940, 2.78586, 1.68048], [2.14125, 1.55739, 0.78951], [1.61901, 1.87959, -0.54045], [0.36078, 2.25511, -0.81590], [-1.06449, 2.41575, 0.39608], [0.26305, 2.48034, -2.13924], [-0.90297, 2.96888, -2.87893], [-0.78350, 4.44870, -3.22497], [-0.97820, 5.38114, -2.03061], [-2.42602, 5.42566, -1.54756], [1.49753, 2.24631, -2.73167], [1.91364, 2.33879, -4.05527], [3.23430, 2.03133, -4.31419], [4.10640, 1.63154, -3.28975], [3.68682, 1.53570, -1.97790], [2.35957, 1.85902, -1.71671], [5.30867, 4.35146, 0.84364], [4.89776, 2.71938, 0.35349], [5.00644, 3.12370, 2.06820], [2.87465, 4.14350, 0.10841], [3.08451, 4.77352, 1.72677], [1.30680, 3.20089, 1.86448], [2.69551, 2.44089, 2.64090], [1.46492, 0.82901, 1.22959], [3.10154, 1.06760, 0.63263], [-1.78254, 2.76483, -2.27263], [-0.97091, 2.36471, -3.78527], [-1.53425, 4.67526, -3.98648], [0.19636, 4.62297, -3.67773], [-0.66352, 6.38476, -2.32192], [-0.32500, 5.06963, -1.20894], [-3.10285, 5.64465, -2.37654], [-2.56004, 6.20185, -0.79368], [-2.72836, 4.47979, -1.09491], [1.23695, 2.63077, -4.84638], [3.60692, 2.10484, -5.32654], [5.13121, 1.38846, -3.53499], [4.36346, 1.21508, -1.19905], [-0.29356, 0.16123, 4.33086], [-0.99754, -0.08893, 3.08489], [-1.50394, -0.28654, 2.07987], [-0.36576, 1.21917, 4.57890], [0.75289, -0.10991, 4.19036], [-0.72459, -0.43511, 5.13261], [1.46031, -4.54811, 4.93852], [2.78699, -4.83007, 4.23826], [3.85170, -3.80974, 4.63343], [2.60238, -4.93584, 2.72283], [1.84249, -3.83089, 2.13923], [0.58904, -3.82795, 1.67317], [0.25058, -2.60218, 1.36593], [1.33062, -1.84809, 1.65790], [2.28448, -2.57136, 2.13275], [1.59947, -4.52202, 6.01875], [0.71266, -5.31353, 4.71799], [1.05343, -3.58048, 4.63210], [3.13568, -5.81864, 4.55037], [3.60741, -2.81385, 4.26423], [4.82874, -4.08599, 4.23328], [3.94108, -3.76479, 5.71915], [2.04024, -5.83687, 2.47908], [3.56599, -4.98029, 2.21647], [-0.02400, -4.70652, 1.56209]],
  "forces_ev_per_angstrom": [[-0.6, 0.7, -0.7], [0.0, -0.1, 0.0], [-0.1, 0.1, 0.0], [-0.1, -0.1, -0.1], [0.1, -0.2, 0.2], [-0.3, 0.0, 0.1], [0.3, 0.0, 0.0], [-0.2, 0.1, -0.1], [0.1, -0.1, 0.0], [0.0, 0.0, 0.0], [0.0, 0.0, 0.0], [0.0, -0.1, 0.0], [-0.2, 0.2, 0.2], [0.2, -0.7, 0.1], [0.0, 0.0, 0.0], [0.0, 0.0, 0.0], [0.0, 0.0, 0.0], [0.0, 0.0, 0.0], [0.0, 0.0, 0.0], [0.0, 0.0, 0.0], [0.0, 0.0, 0.0], [0.0, 0.0, 0.0], [0.0, 0.0, 0.1], [0.0, 0.0, 0.0], [0.0, 0.0, 0.0], [0.1, 0.0, -0.1], [0.0, 0.1, 0.1], [0.0, -0.1, 0.0], [0.0, 0.0, -0.1], [0.1, 0.1, 0.3], [0.1, -0.1, -0.1], [0.1, 0.2, 0.1], [0.0, 0.0, 0.0], [0.0, 0.0, 0.0], [0.0, 0.0, 0.0], [0.0, 0.0, 0.0], [0.1, -0.1, 0.0], [0.0, 0.1, -0.1], [0.0, 0.1, 0.0], [0.2, 0.1, 0.1], [0.1, 0.1, 0.0], [0.0, -0.2, -0.2], [0.0, 0.1, -0.1], [0.0, 0.0, 0.0], [0.1, 0.0, 0.1], [-0.1, -0.1, 0.0], [0.1, 0.0, 0.0], [-0.1, 0.0, -0.1], [0.0, -0.1, 0.0], [0.0, 0.0, 0.0], [0.0, 0.0, -0.1], [0.0, 0.0, 0.0], [0.1, 0.0, 0.1], [0.0, 0.0, 0.0], [0.0, 0.0, 0.0], [0.0, 0.0, 0.0], [0.0, 0.1, 0.0], [0.0, 0.0, 0.0], [0.0, 0.0, 0.1], [0.0, 0.0, 0.0], [0.0, -0.1, 0.0], [0.0, -0.1, 0.0], [0.1, 0.0, -0.1], [0.0, 0.0, 0.0], [0.0, 0.0, 0.0], [0.0, 0.0, -0.1], [0.0, 0.0, 0.0], [0.0, 0.1, 0.0], [0.0, 0.0, 0.0], [0.0, 0.0, 0.0], [0.0, 0.0, 0.0], [0.0, 0.0, 0.0], [0.0, 0.0, 0.0], [0.0, 0.0, 0.0], [0.0, 0.0, 0.0], [0.0, 0.0, -0.1], [0.1, -0.1, 0.1], [0.2, 0.0, 0.2], [0.0, 0.0, 0.0], [0.0, 0.0, 0.0], [0.0, 0.0, 0.0], [0.0, -0.1, 0.0], [-0.1, 0.1, 0.1], [0.0, 0.0, 0.0], [0.1, 0.0, -0.1], [0.0, -0.1, 0.2], [-0.1, -0.1, -0.1], [0.1, 0.1, 0.0], [0.0, 0.0, 0.2], [0.0, 0.0, -0.2], [0.0, 0.0, 0.0], [0.0, 0.0, 0.0], [0.0, 0.0, 0.0], [0.0, 0.0, 0.0], [0.0, 0.0, 0.0], [0.0, 0.0, 0.0], [0.0, 0.0, 0.0], [0.0, 0.0, -0.1], [0.0, 0.0, 0.0], [0.0, 0.0, 0.0]],
  "charge": 1,
  "lumo_energy_ev": [-2.53, -3.18],
  "multiplicity": 3,
  "max_force_ev_per_a": 1.16,
  "e_tot_ha": -5641.916106,
  "mol_weight_g_mol": 943.86,
  "de_lowest_ev": 0.368
}

=====

{
  "formula": "C36H45N8RbSSi2",
  "method": "ωB97M-V with the def2-TZVPD basis set",
  "elements": ["Rb", "C", "Si", "C", "C", "N", "C", "C", "C", "C", "C", "C", "N", "Si", "C", "C", "C", "H", "H", "H", "H", "H", "H", "H", "H", "H", "H", "H", "H", "H", "H", "H", "H", "H", "H", "H", "H", "H", "H", "N", "C", "C", "C", "C", "C", "C", "C", "N", "C", "C", "N", "C", "H", "H", "H", "H", "H", "H", "H", "C", "N", "C", "C", "S", "N", "C", "C", "H", "H", "H", "H", "H", "H", "H", "H", "H", "H", "H", "H", "N", "C", "C", "C", "C", "C", "C", "C", "C", "C", "H", "H", "H", "H"],
  "coordinates": [[-0.71979, 0.90691, 0.16532], [2.04314, 3.02766, 1.23666], [1.10765, 4.57272, 0.64630], [2.15565, 5.18468, -0.82810], [1.47485, 5.83453, 2.03414], [-0.47355, 4.17851, 0.33749], [-1.48766, 5.04634, 0.06134], [-1.29328, 6.42872, -0.06250], [-2.32212, 7.35522, -0.25175], [-3.62006, 6.89228, -0.32995], [-3.84933, 5.51689, -0.25931], [-2.83822, 4.55153, -0.12002], [-3.07829, 3.21601, -0.13375], [-4.54050, 2.45837, -0.37736], [-4.21854, 0.60971, -0.57940], [-5.80447, 2.57786, 1.04665], [-5.54556, 2.90946, -1.93882], [2.97527, 3.29515, 1.74083], [2.29254, 2.39990, 0.38740], [1.43137, 2.45486, 1.94070], [3.22531, 5.20216, -0.60087], [1.85617, 6.19140, -1.12610], [1.99667, 4.52819, -1.68542], [2.54936, 6.00588, 2.14648], [1.08975, 5.45987, 2.98486], [0.99301, 6.79403, 1.84665], [-0.27629, 6.80025, 0.00248], [-2.09673, 8.41439, -0.32426], [-4.45355, 7.57740, -0.45118], [-4.87224, 5.16348, -0.32773], [-3.81527, 0.17750, 0.33950], [-3.49043, 0.43988, -1.37744], [-5.12100, 0.04796, -0.83284], [-5.32035, 2.30639, 1.98628], [-6.65878, 1.91243, 0.89549], [-6.18144, 3.59677, 1.15429], [-4.93558, 2.73808, -2.82817], [-5.84311, 3.95803, -1.94838], [-6.44689, 2.29647, -2.02248], [9.57288, -0.81718, 3.87970], [8.67743, -0.66864, 3.16707], [7.56097, -0.48826, 2.27960], [7.74641, 0.13480, 1.04492], [6.67491, 0.30949, 0.19242], [5.40705, -0.14735, 0.55858], [5.22332, -0.77363, 1.79329], [6.29185, -0.93654, 2.65096], [4.32448, 0.02240, -0.31494], [4.37199, 0.16456, -1.69096], [3.08464, 0.30229, -2.09462], [2.23456, 0.25914, -1.01718], [2.99979, 0.09075, 0.01938], [8.72776, 0.49202, 0.76342], [6.81397, 0.81893, -0.74948], [4.25197, -1.15199, 2.07128], [6.14970, -1.42458, 3.60497], [5.29178, 0.11470, -2.24068], [2.71319, 0.41440, -3.09761], [2.67010, 0.05724, 1.04200], [1.45130, -6.26940, -1.35696], [0.73840, -5.01034, -1.21743], [0.24701, -4.52494, -2.50247], [1.52647, -4.03067, -0.53176], [2.75429, -3.22530, -1.32930], [1.14752, -3.84453, 0.72562], [1.70966, -2.80153, 1.55648], [0.07670, -4.58240, 1.37014], [2.36725, -6.15773, -1.95317], [0.79285, -6.99062, -1.84338], [1.72047, -6.65839, -0.37348], [-0.49997, -5.23339, -2.86701], [1.04971, -4.42181, -3.24146], [-0.23000, -3.55633, -2.36437], [2.66405, -2.49837, 1.14224], [1.84284, -3.18656, 2.56982], [1.00612, -1.96235, 1.56322], [-0.45828, -5.18278, 0.63846], [-0.60942, -3.86700, 1.82390], [0.49809, -5.23022, 2.14561], [-6.60456, -7.54171, -1.82913], [-5.86709, -6.73048, -1.47509], [-4.94134, -5.73011, -1.03309], [-3.57209, -6.00064, -1.02852], [-2.67878, -5.04110, -0.60218], [-3.11641, -3.77956, -0.16341], [-4.50067, -3.52431, -0.18018], [-5.39725, -4.47916, -0.60738], [-2.20424, -2.78573, 0.27566], [-1.45304, -1.92163, 0.72927], [-3.21776, -6.96720, -1.36344], [-1.61217, -5.24752, -0.61140], [-4.84733, -2.55188, 0.14193], [-6.45879, -4.26481, -0.61689]],
  "forces_ev_per_angstrom": [[-0.3, 1.0, -0.2], [0.0, 0.0, 0.1], [0.1, 0.1, 0.1], [-0.1, 0.0, 0.0], [-0.1, 0.0, 0.0], [0.5, -0.5, 0.0], [0.0, 0.1, 0.0], [0.0, 0.1, 0.0], [0.0, 0.0, 0.0], [0.0, 0.1, 0.0], [-0.1, 0.1, 0.0], [0.0, 0.1, 0.1], [0.0, -0.6, 0.0], [0.0, 0.0, 0.0], [0.0, -0.1, 0.1], [0.0, 0.0, 0.0], [0.1, 0.0, 0.0], [0.1, 0.0, 0.0], [0.0, -0.1, -0.1], [0.0, 0.0, 0.0], [0.1, 0.0, 0.0], [0.0, 0.0, 0.0], [0.0, -0.1, -0.1], [0.1, 0.0, 0.0], [0.0, 0.0, 0.1], [0.0, 0.1, 0.0], [0.1, 0.0, 0.0], [0.0, 0.0, 0.0], [0.0, 0.0, 0.0], [-0.1, 0.0, 0.0], [0.1, -0.1, 0.0], [0.0, 0.0, 0.0], [-0.1, 0.0, 0.0], [0.0, 0.0, 0.1], [-0.1, 0.0, 0.0], [0.0, 0.1, 0.0], [0.0, 0.0, -0.1], [0.0, 0.1, 0.0], [-0.1, -0.1, 0.0], [-0.4, 0.1, -0.3], [0.3, -0.1, 0.3], [0.0, 0.0, 0.0], [-0.1, -0.1, 0.1], [-0.1, -0.1, 0.1], [0.0, 0.0, 0.0], [0.1, 0.1, -0.1], [0.1, 0.1, -0.1], [-0.1, 0.0, 0.0], [0.0, 0.0, -0.1], [0.0, 0.0, 0.0], [0.0, 0.0, 0.2], [-0.1, -0.1, 0.0], [0.0, 0.0, 0.0], [0.0, 0.0, 0.0], [-0.1, 0.0, 0.0], [0.0, 0.0, 0.0], [0.1, 0.0, 0.0], [0.0, 0.0, 0.0], [0.0, 0.0, 0.1], [0.0, 0.0, 0.0], [0.1, -0.1, -0.2], [0.0, 0.0, -0.1], [-0.3, 0.1, -0.1], [0.2, 0.0, 0.2], [0.1, -0.1, 0.0], [0.1, 0.0, 0.0], [-0.1, -0.3, 0.2], [0.0, 0.0, 0.0], [0.0, 0.0, 0.0], [0.0, 0.0, 0.0], [0.0, 0.0, 0.0], [0.0, 0.0, 0.0], [0.0, 0.0, 0.0], [0.1, 0.0, 0.0], [0.0, 0.0, 0.0], [0.0, -0.1, 0.1], [0.3, 0.2, 0.4], [0.1, -0.1, -0.1], [0.1, -0.1, 0.0], [0.0, 0.0, 0.0], [0.0, 0.0, 0.0], [0.0, 0.0, 0.0], [-0.1, 0.0, 0.0], [0.1, 0.0, 0.0], [-0.1, 0.0, -0.1], [0.0, 0.0, 0.0], [0.0, 0.0, 0.0], [-0.1, 0.1, 0.0], [0.1, 0.0, 0.0], [0.0, 0.0, 0.0], [-0.4, 0.0, -0.2], [0.0, 0.0, 0.0], [0.0, 0.0, 0.0]],
  "charge": -2,
  "lumo_energy_ev": 2.93,
  "multiplicity": 1,
  "max_force_ev_per_a": 1.06,
  "e_tot_ha": -2838.136392,
  "mol_weight_g_mol": 763.52,
  "de_lowest_ev": 0.415
}